Record 1
Formula: C3H4
Source: the Open Molecules 2025 dataset
Level of theory: ωB97M-V/def2-TZVPD

Element x y z (Å)
C1 1.84157 -0.02787 0.06848
C2 0.62800 -0.13939 -0.06633
C3 -1.11432 -0.04056 0.05572
H1 2.88546 0.09388 -0.06550
H2 -1.37712 0.54780 0.90481
H3 -1.30711 0.65600 -0.82723
H4 -1.55648 -1.08986 -0.06995

Energy   -116.59498 hartree
Total charge   0
SMILES   C#CC
E_LUMO   1.01 eV

Atom charges from the Löwdin analysis, given in e for atoms 1 to 5:
1 C 0.017
2 C -0.118
3 C -0.056
4 H 0.001
5 H 0.023

Record 2
Formula: C6H6N2O2
Source: the Open Molecules 2025 dataset
Level of theory: ωB97M-V/def2-TZVPD

Element x y z (Å)
O1 2.43616 -0.60983 -1.20559
C1 1.44479 -0.53618 -0.49480
C2 1.38482 -0.08283 0.85783
C3 0.19308 -0.24651 1.53451
N1 -0.97093 -0.61846 0.90824
C4 -1.04803 -0.94683 -0.44175
O2 -2.10917 -1.18722 -0.91848
N2 0.22593 -0.99002 -1.09029
H1 2.27414 -0.01181 1.48778
H2 0.04865 -0.08786 2.57189
H3 -1.87795 -0.96297 1.45249
H4 0.30887 -1.33095 -2.02013
C5 -1.15284 1.71847 -0.82916
C6 -0.05922 2.21845 -0.59484
H5 -2.07816 1.20067 -1.05724
H6 0.97985 2.47390 -0.16046

Energy   -492.16134 hartree
Total charge   0
SMILES   O=c1cc[nH]c(=O)[nH]1.C#C
E_LUMO   0.42 eV

Atom charges from the Löwdin analysis, given in e for atoms 1 to 5:
1 O 0.054
2 C -0.485
3 C -0.025
4 C -0.073
5 N 0.092

Record 3
Formula: C21H18CuF6N3O7S4
Source: the Open Molecules 2025 dataset
Level of theory: ωB97M-V/def2-TZVPD

Element x y z (Å)
Cu1 0.53418 0.36441 -1.12811
F1 5.40116 3.33557 0.85736
C1 4.18630 3.90291 0.76566
F2 3.44879 3.44386 1.76794
F3 4.34527 5.22577 0.93398
S1 3.46295 3.49956 -0.88996
O1 3.25144 2.08438 -0.86189
O2 4.43576 4.04044 -1.79784
N1 2.17349 4.39970 -0.89693
S2 0.67346 4.00681 -1.06210
O3 0.39456 2.60425 -1.24196
O4 0.01077 4.92905 -1.93807
C2 -0.07473 4.41998 0.60733
F4 -0.73013 5.59288 0.54333
F5 0.83633 4.53202 1.56589
F6 -0.95730 3.48512 0.95898
O5 -2.55529 -0.31509 1.05634
C3 -2.44724 0.26990 -0.04140
O6 -1.48540 0.23710 -0.84568
C4 -3.62837 1.13680 -0.48323
C5 -3.47609 2.04514 -1.52504
C6 -4.53593 2.85542 -1.90993
C7 -5.76274 2.75311 -1.26549
C8 -5.92054 1.84461 -0.22563
C9 -4.85331 1.04827 0.16726
H1 -2.51005 2.10676 -2.00974
H2 -4.40138 3.57305 -2.71075
H3 -6.59115 3.38435 -1.56776
H4 -6.87510 1.76455 0.28335
H5 -4.93901 0.34697 0.98790
C10 -0.70114 0.48263 3.48918
S3 0.04354 0.57962 1.84720
O7 1.27580 1.40852 1.98821
C11 0.61362 -1.13313 1.79463
C12 -0.23984 -2.21114 2.00053
C13 0.26938 -3.49696 1.92806
C14 1.60683 -3.70623 1.60581
C15 2.43691 -2.62386 1.36129
C16 1.94435 -1.32825 1.46532
H6 0.03413 0.11027 4.20243
H7 -1.57646 -0.16067 3.42489
H8 -1.00495 1.49851 3.73919
H9 -1.29679 -2.03580 2.16133
H10 -0.38959 -4.34412 2.08156
H11 1.98792 -4.71612 1.50816
H12 3.46514 -2.77991 1.05969
H13 2.57006 -0.46619 1.27155
C17 2.61806 -5.93375 -2.45679
C18 1.70028 -4.79728 -2.09066
C19 0.42906 -5.02800 -1.58093
C20 -0.29584 -3.89231 -1.24144
N2 0.16116 -2.66843 -1.39494
C21 1.40344 -2.52486 -1.91319
S4 2.01970 -0.93789 -2.18667
N3 2.18608 -3.57709 -2.26173
H14 2.08533 -6.88529 -2.49266
H15 3.42051 -6.01101 -1.71976
H16 3.08250 -5.73741 -3.42296
H17 0.03395 -6.02653 -1.44585
H18 -1.29391 -3.97497 -0.81524

Energy   -5334.54274 hartree
Total charge   -2
E_LUMO   4.45 eV

Atom charges from the Löwdin analysis, given in e for atoms 1 to 5:
1 Cu 0.089
2 F 0.109
3 C -0.674
4 F 0.133
5 F 0.109

Record 4
Formula: C5H16NO
Source: the Open Molecules 2025 dataset
Level of theory: ωB97M-V/def2-TZVPD

Element x y z (Å)
C1 -0.87481 0.49465 1.57045
C2 -0.26856 0.95280 0.24557
C3 0.98675 0.18308 -0.14179
C4 2.23854 0.95335 0.05155
C5 0.99688 -1.17579 0.36740
N1 -1.27380 0.85202 -0.90270
H1 -0.26139 0.48864 2.49795
H2 -1.49530 -0.44751 1.77868
H3 -1.60961 1.19794 1.87964
H4 -0.07580 2.03159 0.22604
H5 0.91477 0.07301 -1.24969
H6 3.13364 0.41489 -0.29414
H7 2.32494 1.03600 1.17409
H8 2.31444 2.01558 -0.24710
H9 1.69917 -1.72358 -0.29110
H10 0.04271 -1.69866 0.21288
H11 1.35341 -1.23501 1.45277
H12 -1.61964 -0.16006 -1.09051
H13 -0.70314 1.04209 -1.68299
H14 -2.07890 1.53287 -0.83894
H15 -2.53571 -2.52894 -1.11687
H16 -1.19043 -2.37415 -1.96133
O1 -2.01816 -1.92480 -1.63988

Energy   -329.83536 hartree
Total charge   +1
E_LUMO   -3.15 eV

Atom charges from the Löwdin analysis, given in e for atoms 1 to 5:
1 C -0.056
2 C -0.291
3 C -0.492
4 C -0.059
5 C -0.089

Record 5
Formula: C7H26NO6
Source: the Open Molecules 2025 dataset
Level of theory: ωB97M-V/def2-TZVPD

Element x y z (Å)
C1 -2.00722 -0.83845 -0.72406
C2 -1.15624 -0.37388 0.44112
C3 -0.30345 0.87249 0.05737
C4 0.35871 1.23647 1.40067
C5 1.68542 1.14022 1.51278
C6 -0.52191 0.99510 3.75957
C7 -0.46161 1.55982 2.57167
N1 -0.27478 -1.46047 1.01735
H1 -1.28127 -1.31364 -1.39344
H2 -2.74621 -1.59119 -0.45208
H3 -2.50387 -0.09983 -1.33540
H4 -1.84207 -0.18693 1.26950
H5 0.55382 0.61166 -0.55787
H6 -0.99707 1.50995 -0.47780
H7 2.21700 1.17029 2.45345
H8 2.21678 0.99052 0.58799
H9 -0.90034 1.43164 4.67781
H10 0.06174 0.11970 4.06258
H11 -1.04626 2.47935 2.37629
H12 -0.00672 -1.23710 1.97627
H13 0.68585 -1.58912 0.55896
H14 -0.75785 -2.35569 0.93703
H15 -4.12571 2.46937 0.63124
H16 -2.69625 2.77302 0.20424
O1 -3.21776 2.45164 0.93777
H17 0.65091 -2.50458 -1.49550
H18 -0.56718 -3.22115 -2.14518
O2 0.19348 -3.34955 -1.56776
H19 2.39157 3.50786 0.03159
H20 2.32671 3.26545 -1.38603
O3 2.16220 2.78088 -0.56374
H21 2.42116 -2.36352 -0.72094
H22 2.53486 -0.88768 0.02646
O4 2.20007 -1.79099 0.02930
H23 -0.16660 0.94033 -3.32885
H24 -1.47961 0.41177 -2.84182
O5 -0.67643 0.12164 -3.27337
H25 2.49701 -1.93975 -3.47211
H26 2.14350 -3.27499 -3.11357
O6 2.43559 -2.46070 -2.67148

Energy   -788.21255 hartree
Total charge   +1
E_LUMO   -2.57 eV

Atom charges from the Löwdin analysis, given in e for atoms 1 to 5:
1 C -0.043
2 C -0.318
3 C -0.086
4 C -0.320
5 C 0.058